(1)
The following is a quantum chemistry calculation of a 3-piece molecular cluster, C6H15NO2 overall, from the Open Molecules 2025 dataset.

Results
Largest force on an atom (hartree/bohr): 0.0127
SMILES string: CC(=O)O.C=CN.CC
Molar mass (g/mol): 133.191
HOMO energy (eV): -8.11

```
24
Properties=species:S:1:pos:R:3:forces:R:3
C 0.333 -1.227 1.853 -0.08 0.06 0.03
C 0.346 0.271 1.890 0.00 -0.14 0.02
O 1.135 0.979 1.324 0.32 0.24 -0.18
O -0.632 0.765 2.655 -0.48 0.06 0.44
H -0.615 -1.604 2.223 0.00 -0.09 -0.01
H 1.139 -1.595 2.487 0.03 0.00 0.02
H 0.520 -1.569 0.838 0.00 0.02 -0.03
H -0.610 1.735 2.660 0.25 -0.12 -0.17
C 2.387 -1.706 -1.199 0.11 -0.13 0.01
C 1.615 -0.948 -1.969 -0.10 -0.07 -0.11
N 1.037 0.241 -1.583 0.06 0.28 -0.02
H 2.736 -2.665 -1.529 0.06 -0.23 -0.17
H 2.698 -1.379 -0.222 0.06 0.12 0.24
H 1.325 -1.277 -2.960 0.03 -0.06 -0.07
H 1.397 0.633 -0.722 -0.07 0.09 -0.02
H 0.884 0.922 -2.309 -0.01 -0.02 0.03
C -2.093 0.306 -0.355 -0.02 0.02 -0.11
C -1.830 1.796 -0.499 -0.18 -0.02 0.09
H -2.253 0.038 0.686 -0.05 -0.09 0.12
H -2.980 0.023 -0.916 -0.11 -0.11 -0.02
H -1.248 -0.263 -0.741 -0.06 -0.04 0.02
H -1.763 2.073 -1.549 0.02 0.10 -0.07
H -2.632 2.383 -0.042 0.07 0.01 -0.08
H -0.894 2.069 -0.022 0.16 0.12 0.06
```
Forces are in eV/Å.

(2)
The following is a quantum chemistry calculation of a 2-piece molecular cluster, C6H15NO2 overall in a non-equilibrium geometry, from the Open Molecules 2025 dataset.

Results
Largest force on an atom (hartree/bohr): 0.0469
SMILES string: CCCC(=O)N(C)C.O
Molar mass (g/mol): 133.191
HOMO energy (eV): -9.04

```
24
Properties=species:S:1:pos:R:3:forces:R:3
C -1.554 2.178 -0.016 0.10 0.30 0.24
C -0.450 1.673 0.951 -1.40 1.95 0.21
C 0.859 1.391 0.238 1.45 -0.74 1.03
C 0.728 0.437 -0.937 -1.23 0.31 -0.32
O 0.374 0.818 -2.051 0.42 0.28 0.25
N 0.762 -0.893 -0.687 -0.51 -0.92 0.69
C 0.389 -1.769 -1.783 0.52 0.50 -1.64
C 1.353 -1.546 0.471 1.20 0.06 0.15
H -1.612 1.537 -0.888 -0.61 -0.31 0.03
H -2.503 2.370 0.509 0.14 -0.68 -0.22
H -1.343 3.160 -0.446 0.56 0.02 0.12
H -0.860 0.941 1.642 0.27 -0.92 -0.55
H -0.363 2.509 1.669 0.73 -0.10 -0.30
H 1.357 2.315 -0.032 -0.37 0.25 -0.69
H 1.600 0.983 0.944 -0.37 -0.12 0.01
H 0.982 -1.489 -2.663 0.33 -0.26 0.13
H 0.546 -2.827 -1.596 -0.03 0.16 0.43
H -0.597 -1.592 -2.216 -0.39 0.04 0.74
H 2.443 -1.512 0.362 0.08 -0.37 -0.07
H 1.174 -1.111 1.447 -0.53 0.39 -0.20
H 1.018 -2.580 0.549 0.06 0.22 -0.19
O -1.165 -1.912 1.530 -0.06 -0.10 1.14
H -1.619 -1.687 0.720 -0.36 0.40 0.02
H -1.518 -1.394 2.282 0.00 -0.36 -1.03
```
Forces are in eV/Å.

(3)
The following is a quantum chemistry calculation of a 2-piece molecular cluster, C6H15NO2 overall in a non-equilibrium geometry, from the Open Molecules 2025 dataset.

Results
Largest force on an atom (hartree/bohr): 0.0561
SMILES string: CCNCCCC=O.O
Molar mass (g/mol): 133.191
HOMO energy (eV): -8.89

```
24
Properties=species:S:1:pos:R:3:forces:R:3
C -0.095 -2.107 1.375 -1.66 1.02 -0.45
C 1.202 -1.303 1.424 0.35 -0.50 1.10
N 1.222 -0.204 0.521 1.14 0.97 -2.20
C 1.322 -0.423 -0.931 -0.45 0.38 -0.20
C 1.031 0.995 -1.613 -0.04 -2.83 0.55
C -0.519 1.029 -1.925 0.85 2.09 0.55
C -1.013 2.314 -1.300 -1.23 -0.06 -0.98
O -2.099 2.410 -0.780 0.45 0.13 0.34
H -0.127 -3.177 1.467 0.56 -0.43 0.30
H -0.627 -1.888 0.437 0.58 -0.28 -0.37
H -0.886 -1.695 2.011 0.45 -0.26 0.66
H 1.415 -0.815 2.393 -0.52 -0.62 0.05
H 2.089 -1.964 1.308 -0.47 0.49 -0.48
H 0.506 0.507 0.594 -0.15 -0.35 0.96
H 2.294 -0.899 -1.254 -0.95 0.62 0.56
H 0.466 -1.032 -1.285 0.74 -0.42 -0.02
H 1.565 0.934 -2.552 0.32 0.75 -0.07
H 1.447 1.720 -0.863 -0.59 -0.12 -1.16
H -1.113 0.298 -1.368 0.25 -0.48 -0.70
H -0.744 1.120 -3.036 0.25 -0.52 1.37
H -0.367 3.191 -1.439 0.18 0.29 0.22
O -2.526 0.055 2.502 0.14 0.56 -0.40
H -2.862 0.794 1.971 -0.25 -0.22 0.17
H -1.580 0.140 2.342 0.04 -0.18 0.21
```
Forces are in eV/Å.

(4)
The following is a quantum chemistry calculation of one molecule with the formula C6H15NSi in a non-equilibrium geometry, from the Open Molecules 2025 dataset.

Results
Largest force on an atom (hartree/bohr): 0.0987
SMILES string: C/C=C/[Si@H](C)N(C)C
Molar mass (g/mol): 129.279
HOMO energy (eV): -8.33

```
23
Properties=species:S:1:pos:R:3:forces:R:3
C 3.109 1.103 2.293 1.26 -0.92 -0.81
C 2.391 0.795 0.989 1.25 0.95 0.98
C 1.117 0.521 0.958 -3.01 -0.19 -3.10
Si -0.181 0.357 -0.833 2.38 -0.86 1.39
C -1.063 1.933 -0.698 -1.37 1.78 -2.55
N -1.306 -0.938 -0.874 2.10 0.38 1.42
C -0.906 -2.285 -1.185 1.71 0.83 -2.08
C -2.604 -0.823 -0.379 -2.83 4.02 1.26
H 4.080 0.454 2.305 -1.84 1.08 0.61
H 2.342 0.892 3.002 0.09 -0.82 1.25
H 3.367 2.137 2.549 0.23 0.03 -0.83
H 2.994 0.813 0.124 0.56 -0.14 -1.13
H 0.570 0.654 1.872 -0.40 -0.28 0.55
H 0.706 0.150 -2.062 -0.32 0.20 0.73
H -1.900 2.280 -1.430 1.28 -1.28 0.95
H -1.541 1.885 0.256 0.08 0.74 0.93
H -0.320 2.728 -0.883 -0.18 -0.12 0.98
H 0.043 -2.098 -1.910 -1.97 -1.19 1.67
H -0.632 -2.976 -0.298 -0.75 0.97 -1.51
H -1.783 -2.485 -1.839 0.86 -1.81 0.36
H -3.060 -1.599 0.221 0.53 -0.63 0.13
H -2.752 0.179 0.303 0.45 -2.39 -1.44
H -3.299 -0.603 -1.215 -0.10 -0.36 0.25
```
Forces are in eV/Å.

The evaluated energy relative to the best compared isomer or geometry (same formula, charge and spin) for the records listed, in turn: 100.9 138.6 274.2 215.0 kJ/mol.
The evaluated gap between HOMO and LUMO for the records listed, in turn: 8.874 9.648 9.720 9.273 eV.
The evaluated DFT total energy for the records listed, in turn: -442.842775 -442.828396 -442.776773 -581.762523 hartree.